Entry from the OMol25 dataset: a cluster of 3 separate species, C17H34IN2O in total (ωB97M-V/def2-TZVPD).

```
55
Properties=species:S:1:pos:R:3
I 3.52583 -3.53389 -3.65014
O 3.04314 -5.35638 -1.43063
N -0.14463 -4.72492 -1.40019
N -0.37933 -2.60755 -1.67832
C -1.46316 -4.51136 -1.78148
C 0.08976 0.75155 -1.62833
C 2.81169 -4.25192 -1.78270
C 0.84664 1.71142 -2.53961
C -1.70656 -1.00041 1.55113
C -0.26401 0.19843 3.33616
C 0.85867 5.42685 -2.13112
C 0.47993 -3.55564 -1.34623
C 1.89266 -3.35830 -0.95480
C -0.78260 0.15938 1.89877
C -1.61264 -3.19264 -1.94476
C 1.39613 3.39928 -0.67472
C -1.35096 0.24680 4.40859
C -1.01252 -2.35169 1.64127
C 0.34595 4.42342 -1.10204
C 1.92059 2.50604 -1.80041
C -2.23500 1.48792 4.32193
H 2.02569 -3.64562 0.08242
H 2.17848 -2.32252 -1.08845
H 0.29164 -5.60763 -1.18099
H -0.69771 -2.60235 2.65372
H 1.72700 5.96594 -1.74875
H -1.67647 -3.15076 1.29969
H 0.01486 4.96639 -0.21381
H -0.54111 3.91706 -1.49471
H -0.86808 0.22436 5.38776
H -0.45220 1.27831 -0.84451
H -2.96343 1.49795 5.13248
H 2.46991 3.11090 -2.52516
H -2.60664 -0.99167 2.16900
H -2.48557 -2.64630 -2.22836
H 0.38156 1.07444 3.44388
H 1.14641 4.94021 -3.06443
H -2.79067 1.52632 3.38332
H -1.97419 -0.65097 4.35761
H 0.97957 2.77643 0.12446
H 1.32267 1.14440 -3.34423
H 2.24503 3.92560 -0.22994
H -0.17465 -1.61785 -1.71110
H -0.12407 -2.34729 1.00545
H 0.78376 0.05038 -1.14574
H 2.65195 1.80888 -1.37735
H -1.30124 1.09658 1.67855
H 0.13646 2.38609 -3.02192
H -0.64513 0.17513 -2.20467
H 0.07472 0.12336 1.21865
H 0.37769 -0.66919 3.51954
H -2.04792 -0.85775 0.51858
H -1.63664 2.39737 4.39908
H 0.08863 6.16050 -2.36957
H -2.16992 -5.30306 -1.89290
```

- molar mass (g mol⁻¹) = 409.38
- highest occupied orbital energy (eV) = -13.19
- net charge = +1
- frontier orbital gap (eV) = 9.78
- maximum force (eV/Å) = 0.85
- DFT total energy (a.u.) = -1150.37964
- E_LUMO (eV) = -3.4116

These are the natural (NBO) partial charges, in e, on atoms 1 to 2: I 0.14; O -0.49